Entry 1:
{
  "formula": "C54H58ClF20N2O33S",
  "method": "ωB97M-V/def2-TZVPD",
  "elements": ["C", "C", "C", "C", "C", "C", "C", "C", "C", "C", "F", "F", "C", "F", "F", "S", "F", "F", "F", "F", "F", "C", "C", "C", "C", "Cl", "C", "C", "C", "C", "C", "C", "N", "N", "H", "H", "H", "H", "H", "H", "H", "H", "H", "H", "H", "H", "H", "H", "H", "H", "H", "H", "H", "H", "H", "H", "H", "H", "H", "C", "C", "O", "C", "O", "O", "F", "H", "H", "H", "C", "C", "O", "C", "O", "O", "F", "H", "H", "H", "C", "C", "O", "C", "O", "O", "F", "H", "H", "H", "C", "C", "O", "C", "O", "O", "F", "H", "H", "H", "C", "C", "O", "C", "O", "O", "F", "H", "H", "H", "C", "C", "O", "C", "O", "O", "F", "H", "H", "H", "C", "C", "O", "C", "O", "O", "F", "H", "H", "H", "C", "C", "O", "C", "O", "O", "F", "H", "H", "H", "C", "C", "O", "C", "O", "O", "F", "H", "H", "H", "C", "C", "O", "C", "O", "O", "F", "H", "H", "H", "C", "C", "O", "C", "O", "O", "F", "H", "H", "H"],
  "positions_angstrom": [[1.82457, 4.62589, 4.96249], [2.20042, 3.35381, 4.19333], [1.01224, 2.80004, 3.38487], [1.52149, 1.84600, 2.30739], [0.39187, 1.26536, 1.47481], [-0.88822, 1.09259, 2.01854], [-1.93638, 0.61110, 1.22427], [-3.31334, 0.49031, 1.83643], [-4.25968, 1.60011, 1.37553], [-3.96332, 2.98228, 1.98679], [-5.01635, 3.49660, 2.63811], [-2.98437, 2.83086, 2.93131], [-3.35407, 3.99825, 0.98663], [-2.68314, 4.92884, 1.68960], [-2.44651, 3.40393, 0.19157], [-4.61694, 4.94188, -0.06659], [-5.71287, 3.81607, 0.10040], [-4.09789, 4.21288, -1.38430], [-3.54986, 6.08063, -0.33145], [-5.13918, 5.76053, 1.16543], [-5.63353, 5.73252, -0.97348], [-1.73542, 0.26664, -0.15004], [-2.82818, -0.30217, -1.02431], [-2.50221, -1.75427, -1.34209], [-3.42146, -2.36978, -2.39034], [-2.57183, -2.72566, 0.18615], [-0.41150, 0.46279, -0.64857], [0.05663, 0.20242, -2.06293], [1.38435, -0.18438, -2.29144], [1.88954, -0.40828, -3.57915], [0.98671, -0.25726, -4.63572], [-0.32596, 0.09981, -4.32201], [-0.80949, 0.34460, -3.09187], [0.57804, 0.93353, 0.17975], [0.78042, 4.89425, 4.85274], [2.43587, 5.45439, 4.62369], [2.06771, 4.49860, 6.01098], [2.51727, 2.57338, 4.86995], [3.00492, 3.53243, 3.49032], [0.47714, 3.63195, 2.93220], [0.36328, 2.29187, 4.09046], [2.15246, 1.06505, 2.71530], [2.09526, 2.45905, 1.62056], [-1.10308, 1.32876, 3.03926], [-3.27041, 0.38956, 2.91337], [-3.71829, -0.44223, 1.46123], [-5.27623, 1.33820, 1.65267], [-4.23701, 1.68825, 0.29696], [-2.92867, 0.24735, -1.94323], [-3.79430, -0.28493, -0.54079], [-1.48256, -1.86652, -1.67886], [-4.39610, -1.89590, -2.34549], [-3.54621, -3.43033, -2.20657], [-2.96623, -2.27107, -3.36898], [2.04568, -0.32088, -1.45486], [2.91517, -0.69037, -3.74216], [1.28202, -0.43125, -5.65391], [-1.02588, 0.19200, -5.14347], [1.51691, 1.02063, -0.21276], [-8.21515, 5.75048, 1.68389], [-9.62389, 5.51114, 1.19756], [-10.40110, 5.90659, 2.30881], [-9.68656, 6.85797, 2.98693], [-10.13210, 7.57923, 3.80740], [-8.39084, 6.85577, 2.57192], [-9.85097, 4.19610, 0.93699], [-7.81865, 4.89868, 2.24036], [-7.52696, 6.00638, 0.88541], [-9.90895, 6.10190, 0.32537], [-4.30552, 8.77876, -2.76494], [-5.72355, 9.20098, -3.04809], [-5.69874, 10.57961, -2.73581], [-4.41919, 11.01857, -2.95611], [-4.10385, 12.15392, -3.04149], [-3.57193, 9.96479, -3.07043], [-6.61468, 8.57045, -2.23072], [-4.15222, 8.51907, -1.71507], [-3.98275, 7.95484, -3.38343], [-6.03610, 9.06849, -4.08381], [5.24876, -1.99352, -0.33113], [4.41625, -2.27886, 0.89304], [3.99324, -0.97010, 1.28551], [3.96673, -0.21468, 0.16647], [3.39328, 0.83446, 0.08602], [4.61223, -0.80489, -0.84564], [5.13548, -2.83187, 1.89092], [6.28216, -1.76527, -0.07795], [5.23214, -2.79995, -1.05629], [3.53381, -2.89448, 0.70710], [7.93839, -6.11612, -3.30018], [7.10870, -6.37626, -2.06627], [6.69873, -5.06183, -1.69707], [6.65663, -4.32465, -2.83519], [6.10964, -3.26930, -2.91854], [7.29921, -4.94379, -3.83980], [7.84381, -6.90701, -1.06477], [8.97401, -5.88324, -3.05144], [7.91585, -6.93623, -4.01164], [6.22686, -6.99438, -2.23573], [7.33901, -0.27989, 4.50279], [7.60298, 0.70094, 3.38702], [6.36281, 1.38692, 3.28297], [5.78893, 1.35802, 4.52008], [4.89357, 2.05407, 4.86268], [6.39682, 0.44057, 5.30608], [7.85965, 0.07314, 2.20549], [6.87944, -1.19919, 4.13604], [8.22985, -0.52645, 5.07362], [8.39962, 1.41507, 3.59061], [-5.89752, 6.11662, -6.71250], [-4.69357, 5.28525, -7.08879], [-3.62907, 6.21353, -6.96127], [-3.99886, 7.12932, -6.02427], [-3.26587, 7.89086, -5.49018], [-5.33167, 7.04388, -5.77651], [-4.75613, 4.84963, -8.36774], [-6.29629, 6.65992, -7.56947], [-6.69335, 5.53677, -6.25285], [-4.50888, 4.43378, -6.43092], [1.55876, -7.15289, -2.35113], [2.68539, -6.29379, -1.82480], [3.77335, -7.20166, -1.79445], [3.54461, -8.12927, -2.77771], [4.37086, -8.86211, -3.19986], [2.26160, -8.07108, -3.19616], [2.44178, -5.84538, -0.56577], [1.05771, -7.69800, -1.55032], [0.82054, -6.59285, -2.91892], [2.94163, -5.44303, -2.46059], [10.77602, 2.62862, 0.04482], [10.60767, 4.08129, 0.42305], [9.98941, 3.99025, 1.69756], [10.38656, 2.81621, 2.25568], [10.26638, 2.54057, 3.40410], [10.94255, 2.00709, 1.32545], [9.78281, 4.73430, -0.42819], [9.88199, 2.23264, -0.43855], [11.63844, 2.44777, -0.59078], [11.54147, 4.63773, 0.51495], [-4.10990, -6.37469, -0.11637], [-3.15562, -7.34024, 0.54087], [-2.54742, -7.97174, -0.57834], [-2.57086, -7.07630, -1.60788], [-1.92088, -7.16745, -2.59308], [-3.42347, -6.05744, -1.33745], [-3.80009, -8.27160, 1.28050], [-5.07038, -6.83581, -0.34866], [-4.27488, -5.48159, 0.48121], [-2.38391, -6.86878, 1.15197], [-0.83838, -10.19320, 0.87721], [0.42888, -10.97935, 0.64685], [1.43289, -10.01354, 0.92558], [0.91088, -9.12754, 1.82142], [1.54290, -8.34653, 2.44729], [-0.43711, -9.26267, 1.89218], [0.54775, -11.38441, -0.63996], [-1.14072, -9.64672, -0.01154], [-1.66635, -10.80970, 1.21804], [0.55886, -11.83946, 1.30536], [-1.23579, -3.06718, 4.39400], [-2.54278, -3.26973, 3.66746], [-3.50202, -2.90650, 4.63790], [-2.90920, -1.98756, 5.46261], [-3.48781, -1.27860, 6.20776], [-1.56141, -1.98905, 5.27793], [-2.73080, -4.57026, 3.31589], [-0.95265, -3.94773, 4.97184], [-0.41661, -2.79434, 3.73290], [-2.66960, -2.64190, 2.78535]],
  "forces_ev_per_a": [[0.70, -0.24, 0.03], [-0.94, -0.03, -0.43], [0.69, -0.11, 0.46], [-0.97, 0.55, -0.81], [-0.48, -0.21, 0.89], [0.12, -0.57, -1.59], [0.34, 0.02, -0.30], [0.26, -0.28, -0.66], [-0.22, 0.38, 0.33], [0.66, -1.07, 0.22], [-0.13, 0.17, -0.23], [-0.03, 0.14, 0.05], [0.41, 1.02, 0.59], [-0.42, -0.17, -0.16], [-0.45, -0.13, 0.17], [0.62, 0.96, -1.44], [-0.15, -0.24, 0.45], [-0.09, -0.35, -0.01], [0.26, -0.03, 0.01], [-0.09, -0.53, 0.50], [-0.24, 0.08, -0.05], [1.66, 1.02, 0.40], [0.60, -0.47, 0.42], [-0.32, -0.37, -0.53], [0.12, -0.05, 0.50], [0.00, -0.02, 0.10], [-0.83, -0.04, 0.12], [0.12, -0.19, -0.74], [0.10, -0.06, -0.07], [-1.41, 0.36, 0.07], [0.22, -0.03, 1.15], [-0.13, 0.12, 0.18], [0.81, -0.28, 0.11], [-1.16, -0.16, 0.08], [-0.20, 0.02, 0.06], [-0.06, 0.27, -0.12], [-0.21, 0.08, 0.25], [0.30, -0.11, 0.11], [0.36, 0.12, 0.06], [-0.24, -0.02, -0.16], [-0.33, 0.00, 0.05], [0.17, -0.19, 0.02], [0.54, -0.16, -0.08], [0.17, 0.16, 0.27], [0.07, 0.24, 0.21], [-0.28, -0.23, 0.07], [-0.15, 0.04, 0.07], [-0.03, -0.03, -0.25], [0.15, 0.21, -0.42], [-0.17, 0.05, 0.21], [0.29, 0.05, 0.09], [-0.20, 0.03, -0.21], [-0.02, -0.18, -0.01], [-0.12, 0.27, -0.24], [0.14, -0.07, 0.03], [0.18, -0.05, 0.07], [-0.01, 0.02, -0.23], [-0.18, 0.10, 0.12], [0.07, 0.24, 0.25], [0.29, 0.18, -0.07], [-0.10, -0.31, 0.28], [0.14, 0.27, -0.24], [0.01, 0.03, 0.18], [0.00, -0.05, 0.03], [-0.14, -0.15, -0.11], [-0.02, 0.07, 0.00], [-0.18, -0.11, -0.05], [-0.05, 0.22, 0.03], [-0.03, -0.12, -0.07], [0.27, -0.24, 0.12], [-0.08, 0.16, 0.40], [0.12, -0.11, -0.34], [0.13, 0.12, 0.08], [-0.03, 0.00, 0.06], [-0.27, -0.01, 0.04], [0.02, 0.06, -0.06], [-0.24, 0.10, 0.06], [0.20, 0.08, -0.18], [-0.11, -0.10, 0.02], [0.07, -0.33, -0.08], [0.31, 0.03, 0.23], [-0.28, -0.05, -0.23], [0.17, 0.01, 0.12], [0.07, -0.03, -0.08], [-0.10, -0.03, 0.16], [-0.06, 0.13, 0.01], [0.02, 0.05, 0.17], [-0.12, 0.29, -0.15], [0.02, -0.05, 0.11], [0.10, -0.09, -0.24], [0.26, -0.19, 0.23], [-0.27, -0.06, -0.24], [0.16, 0.01, -0.05], [0.00, 0.00, -0.16], [-0.03, -0.07, 0.17], [-0.06, 0.11, 0.00], [-0.04, 0.02, 0.14], [-0.16, 0.14, -0.14], [0.03, -0.06, 0.12], [0.13, -0.17, 0.19], [-0.10, -0.09, -0.16], [0.18, 0.04, 0.22], [-0.01, 0.02, 0.12], [-0.04, -0.10, -0.09], [0.04, 0.00, -0.19], [-0.10, 0.04, -0.04], [-0.01, 0.05, -0.14], [-0.08, 0.14, 0.16], [0.03, -0.06, -0.09], [-0.28, -0.01, 0.13], [0.04, 0.16, -0.34], [-0.12, -0.16, 0.35], [0.09, 0.18, -0.15], [-0.03, -0.09, -0.15], [0.05, -0.15, -0.08], [0.06, 0.02, 0.06], [0.12, -0.05, -0.10], [0.06, 0.10, 0.18], [0.01, -0.07, -0.09], [-0.24, 0.08, -0.21], [0.02, -0.27, 0.32], [-0.14, 0.33, -0.33], [-0.07, -0.29, -0.01], [0.12, 0.04, 0.02], [0.09, 0.17, 0.19], [0.07, 0.04, -0.04], [0.10, 0.04, 0.10], [0.04, -0.14, -0.15], [-0.01, 0.08, 0.10], [0.19, -0.19, -0.16], [-0.32, 0.03, -0.09], [0.36, -0.05, 0.03], [0.00, -0.03, 0.04], [-0.11, -0.04, -0.04], [-0.05, 0.17, -0.06], [0.00, -0.02, 0.09], [-0.07, 0.14, 0.02], [0.09, -0.09, 0.18], [-0.05, 0.09, -0.06], [-0.21, 0.39, 0.07], [-0.20, -0.26, 0.07], [0.10, 0.45, -0.04], [-0.11, 0.07, -0.09], [0.11, -0.02, -0.06], [0.08, -0.27, 0.22], [0.10, -0.01, -0.10], [0.07, -0.17, 0.06], [0.12, 0.12, -0.17], [-0.02, -0.09, 0.10], [-0.31, -0.20, 0.12], [0.09, 0.14, -0.26], [-0.12, -0.14, 0.29], [0.05, 0.15, 0.00], [0.00, 0.07, -0.08], [0.06, -0.10, -0.14], [0.05, 0.07, 0.07], [0.12, -0.09, -0.15], [0.02, 0.11, 0.21], [0.06, -0.05, -0.09], [0.27, 0.09, 0.01], [-0.11, -0.35, 0.24], [0.21, 0.28, -0.17], [0.00, 0.03, 0.18], [-0.02, -0.02, -0.01], [-0.11, -0.11, -0.18], [-0.06, 0.08, -0.07], [-0.13, -0.07, -0.04], [-0.02, 0.19, 0.08], [-0.01, -0.10, -0.09]],
  "multiplicity": 1,
  "total_energy_ev": -205189.294,
  "e_lumo_ev": -3.65,
  "charge": 1
}

***

Entry 2:
{
  "formula": "C7H14",
  "method": "ωB97M-V/def2-TZVPD",
  "elements": ["C", "C", "C", "C", "H", "H", "H", "H", "H", "H", "H", "H", "C", "C", "C", "H", "H", "H", "H", "H", "H"],
  "positions_angstrom": [[0.64065, 0.62602, 1.93989], [-0.31328, -0.28259, 1.87340], [-0.82790, -1.58476, 2.30829], [-1.61918, -0.69435, 1.34884], [1.53123, 0.47291, 2.54376], [0.56391, 1.56400, 1.39617], [-0.37400, -2.49002, 1.90901], [-1.19088, -1.67896, 3.32978], [-2.51424, -0.20504, 1.72693], [-1.68350, -1.00603, 0.30844], [-0.17216, -2.14562, -1.03563], [-0.12420, -2.75203, -0.60635], [0.52591, -0.02038, -2.65224], [0.94087, 0.71933, -1.62752], [0.64425, 2.18158, -1.46490], [-0.09149, 0.40114, -3.44330], [0.79508, -1.06908, -2.74779], [1.54931, 0.25758, -0.84896], [1.55867, 2.77698, -1.57801], [-0.08036, 2.52604, -2.20907], [0.24133, 2.40329, -0.47074]],
  "forces_ev_per_a": [[-0.12, -0.08, 0.02], [0.10, 0.11, 0.03], [0.11, -0.16, 0.14], [-0.13, 0.14, -0.15], [-0.13, -0.02, -0.05], [0.01, -0.17, 0.12], [-0.08, 0.17, 0.03], [0.04, 0.03, -0.17], [0.15, -0.07, -0.02], [0.03, 0.06, 0.19], [0.02, -0.10, 0.09], [0.00, 0.02, -0.05], [0.06, 0.08, 0.09], [-0.04, -0.10, -0.16], [-0.05, 0.06, -0.02], [0.09, -0.03, 0.10], [-0.03, 0.18, 0.03], [-0.08, 0.07, -0.14], [-0.11, -0.09, 0.03], [0.11, -0.06, 0.07], [0.04, -0.04, -0.18]],
  "multiplicity": 1,
  "smiles": "C=C1CC1.[H][H].C=CC",
  "total_energy_ev": -7482.422,
  "e_above_lowest_kj_mol": 373.66,
  "e_lumo_ev": 1.22,
  "charge": 0
}